(1)
C10H18N2O3 | ωB97M-V/def2-TZVPD

```
33
Properties=species:S:1:pos:R:3:forces:R:3:nbo_charge:R:1
C -0.648884 1.540948 -1.249374 2.3789 0.1015 1.3177 -0.12
C -0.447390 0.744104 0.127389 1.2714 1.5932 0.0825 0.70
C 0.556954 1.145156 -2.273563 -2.9922 -0.0454 -0.5229 -0.22
C 1.968846 1.433106 -1.636189 0.4345 -1.5801 2.3770 -0.66
C 0.478039 1.891894 -3.685266 -3.0259 -0.4474 1.1838 -0.61
C -0.358690 -1.060819 1.667734 0.8629 0.0405 1.5856 -0.16
C 1.194931 -1.371608 1.454136 -0.8361 -1.3671 1.9548 0.77
C -1.236938 -2.303319 2.029232 -1.8654 1.4648 1.0799 -0.42
C -2.370441 -2.248969 0.981527 -0.4981 2.7839 -0.1388 -0.39
C -1.675726 -1.411181 -0.307822 0.2058 -3.3223 1.5423 -0.22
H -1.201556 2.791091 0.103926 2.1436 1.5223 -1.5407 0.35
H -0.877855 3.494192 -1.365670 -0.0389 0.6556 -0.1972 0.34
H -1.655195 1.461478 -1.674169 0.2476 -0.5965 -0.1788 0.19
H 0.026376 0.143636 -2.583100 2.4431 0.7530 0.7164 0.21
H 2.815762 0.583362 -1.703422 -2.0282 2.1122 -0.3717 0.24
H 1.908816 1.673887 -0.476926 -0.2249 -0.7953 -2.4066 0.25
H 2.232428 2.424426 -2.003992 0.6158 -0.3980 -0.4049 0.22
H 0.744485 2.922403 -3.726088 0.3864 0.9016 0.5612 0.20
H -0.582159 1.862294 -4.167904 1.6993 -0.3126 0.8821 0.20
H 1.149874 1.379499 -4.300894 0.9346 -0.8311 -1.1705 0.21
H -0.550844 -0.325771 2.471951 0.7862 -0.1874 -0.3450 0.25
H -0.711790 -3.235107 2.144742 0.4130 -0.2086 -0.6014 0.25
H -1.820829 -2.177270 3.036269 1.6016 0.0993 -1.4898 0.22
H -2.823533 -3.211239 0.848859 0.0088 -0.4929 -0.8416 0.23
H -3.301054 -1.571663 1.415196 2.4819 -1.3825 -1.2280 0.19
H -1.158438 -2.188135 -1.098469 -0.9615 2.2901 2.0575 0.22
H -2.469294 -0.858303 -0.683505 -1.2521 0.7442 -1.5931 0.21
H 1.476626 0.434819 1.278679 1.3542 -1.0003 0.2739 0.51
N -0.434469 2.896831 -0.682531 -3.1249 -0.5696 0.9799 -0.79
N -0.847172 -0.455887 0.450495 -1.2591 -3.0346 -1.6760 -0.42
O 0.226958 1.323547 1.024380 -0.4045 -0.0530 -0.9181 -0.70
O 1.565517 -2.503577 1.551193 -0.1302 -1.4268 -0.3480 -0.60
O 2.083207 -0.425730 1.357169 -1.6273 2.9893 -0.6214 -0.67
```
Forces are in eV/Å.

Values from the calculation:
Structure (SMILES): CC(C)[C@H](N)C(=O)N1CCC[C@H]1C(=O)O
LUMO energy (eV): 0.435

***

(2)
C39H37N10O2PbSe | ωB97M-V/def2-TZVPD

```
90
Properties=species:S:1:pos:R:3:forces:R:3:mulliken_charge:R:1
Pb 0.889886 -1.091024 -1.020830 -0.5332 -0.7102 0.1477 1.32
C -2.113214 -2.071024 0.941170 -0.0398 -0.0332 -0.0137 -0.83
C -2.384814 -2.225824 -0.411130 -0.1083 -0.0790 0.0076 -0.68
C -2.789714 -1.133424 -1.164530 -0.1127 -0.0467 -0.0678 -0.32
C -2.877514 0.118276 -0.576930 -0.0134 0.0095 -0.0388 -0.57
C -2.580914 0.276676 0.767170 -0.0314 0.1128 0.0503 -0.26
C -2.221514 -0.821124 1.532470 0.0962 0.0220 0.0660 0.00
H -1.857314 -2.939024 1.533570 0.0504 -0.0576 0.0395 0.46
H -2.320414 -3.204624 -0.866030 0.0017 -0.0631 -0.0427 0.43
H -3.066914 -1.260324 -2.201230 0.1050 0.0313 -0.0270 0.42
H -3.196114 0.967476 -1.164930 -0.0484 0.0866 -0.0310 0.56
H -2.659014 1.253376 1.223570 -0.0199 0.0923 0.0712 0.53
H -2.035914 -0.697924 2.590770 0.0162 0.0262 0.1134 0.34
O 2.369286 -3.272724 -0.214130 -0.0408 0.1673 0.0479 -0.34
C 3.238486 -4.095424 -0.978130 0.5056 -0.2742 -0.1599 -0.90
C 4.154686 -3.298024 -1.906130 -0.3175 -0.1595 0.1553 -0.65
C 3.372286 -2.576024 -3.025630 0.0476 -0.0253 0.2596 0.23
C 3.630786 -1.104024 -3.001430 0.0811 0.0055 -0.4328 0.63
C 4.443786 -0.511024 -3.961930 -0.0504 0.0575 0.1034 -0.92
C 4.771686 0.827876 -3.850130 -0.0773 -0.1168 0.1746 -0.54
C 4.311386 1.525176 -2.743130 0.0342 0.0458 -0.0798 -1.03
C 3.487586 0.874676 -1.849030 0.2267 0.1522 -0.1499 0.11
N 3.113386 -0.394724 -1.991930 0.2452 -0.0967 0.1458 0.32
H 2.880886 -2.813124 0.462970 -0.0605 -0.0363 0.0595 0.20
H 2.590686 -4.750024 -1.565230 0.0503 -0.0065 0.0636 0.41
H 3.840686 -4.716024 -0.304530 -0.0913 -0.0118 -0.1119 0.36
H 4.868686 -3.993124 -2.344130 0.1260 0.0014 0.0147 0.43
H 4.717986 -2.572024 -1.313130 0.0637 -0.0842 0.0104 0.34
H 2.304386 -2.759824 -2.883530 -0.0495 -0.0126 -0.1874 -0.69
H 3.659286 -2.975524 -3.997730 -0.1552 -0.0056 0.0232 0.57
H 4.812486 -1.100224 -4.788330 0.0150 -0.0737 -0.0105 0.46
H 5.395486 1.302176 -4.593230 0.0237 0.0651 -0.0238 0.45
H 4.571986 2.556076 -2.576530 0.0501 0.1529 0.0242 0.48
H 3.127586 1.390976 -0.975230 -0.0542 0.0788 -0.0059 0.29
C 0.859286 -1.260124 5.365770 -0.2996 0.0420 0.6078 -1.15
N 1.337486 -1.067824 4.016570 0.0082 -0.3493 -0.7642 0.90
C 0.805886 -1.504024 2.867670 0.2286 0.0691 -0.0194 -0.69
N 1.484086 -1.016624 1.844270 -0.0120 -0.1545 -0.0574 0.31
C 2.441186 -0.268424 2.438770 -0.2815 -0.1953 0.2264 -0.82
N 2.372286 -0.275924 3.744370 0.7564 0.5977 0.5829 -1.05
C -0.451514 -0.526624 5.535770 -0.1264 -0.0245 0.1294 0.54
C -1.598514 -1.170824 5.981370 0.1363 0.0353 -0.0447 -0.77
C -2.812914 -0.502524 6.005270 -0.1123 0.0217 0.0424 -0.74
C -2.908314 0.802076 5.551170 0.0585 -0.0114 -0.0330 -0.57
C -1.760814 1.453576 5.113070 -0.0113 -0.3991 0.0928 0.46
C -0.532314 0.798576 5.142270 -0.1839 0.0091 0.0160 -0.22
C -1.766414 2.743576 4.445570 0.5045 0.5757 -0.1099 0.28
N -0.791714 3.600176 4.418470 -0.0830 -1.1248 1.1462 -0.53
N -1.045314 4.460776 3.424270 -0.6007 0.8732 -1.3083 -0.56
C -2.161114 4.095576 2.870770 0.5358 0.2357 0.4783 0.43
O -2.695714 3.018876 3.497170 -0.0612 -0.1269 -0.0045 -0.19
C -2.661914 4.486476 1.561370 -0.1271 -0.0357 -0.3584 0.19
C -4.007814 4.564976 1.226970 0.0957 0.0194 0.0593 -0.56
C -4.364214 4.744876 -0.098430 -0.1079 -0.0173 0.0178 -0.75
C -3.401614 4.754976 -1.096230 0.1713 0.0047 0.0245 -0.81
C -2.057014 4.644776 -0.765930 -0.0454 0.0366 -0.0178 0.71
C -0.972214 4.452376 -1.810430 -0.4224 0.5749 0.1075 -1.25
N -0.167914 3.319876 -1.406730 0.3112 -0.9019 -0.3398 0.67
C -0.302214 2.036376 -1.736130 0.1293 -0.0546 -0.0603 -0.63
N 0.474986 1.294376 -0.958130 -0.1977 0.2897 -0.2686 0.61
C 1.064886 2.199476 -0.141630 -0.3338 0.1460 -0.1853 -0.93
N 0.702986 3.423076 -0.401630 0.6970 0.6364 0.6100 -0.94
C -1.692114 4.577076 0.568670 -0.1771 0.1090 0.1939 -0.29
H 1.626786 -0.863224 6.036070 -0.0478 -0.1317 -0.1734 0.31
H 0.728686 -2.328624 5.559470 0.0935 0.1429 -0.0216 0.44
H -0.036114 -2.159724 2.803270 -0.2312 -0.1607 0.0627 0.69
H 3.196486 0.268576 1.904170 0.2575 0.1914 -0.0966 0.65
H -1.545814 -2.200524 6.301970 -0.0101 -0.1464 0.0179 0.43
H -3.696214 -1.015824 6.354870 -0.0620 -0.0153 0.0297 0.42
H -3.862714 1.306076 5.531170 -0.0803 0.0398 -0.0254 0.51
H 0.342986 1.331676 4.805870 0.1394 0.0402 -0.1222 0.71
H -4.760614 4.486176 1.995470 -0.1151 -0.0149 0.0602 0.53
H -5.405414 4.832276 -0.364530 -0.1213 0.0172 -0.0254 0.42
H -3.702914 4.841676 -2.128930 -0.0427 -0.0465 -0.1590 0.45
H -0.325814 5.332676 -1.876530 -0.0019 -0.2327 -0.0839 0.28
H -1.404214 4.232976 -2.788130 0.1030 0.0637 0.0595 0.45
H -0.903114 1.663776 -2.539730 -0.2890 -0.0704 -0.2004 0.47
H 1.740986 1.942076 0.645970 0.1913 0.0074 0.2478 0.71
H -0.652914 4.526876 0.858370 -0.1221 -0.0030 0.0307 0.78
Se -0.060314 -0.783324 -3.553730 -0.1481 -0.1078 -0.9752 -0.36
C -0.328814 -2.528324 -4.372430 0.1384 0.7163 0.5277 0.32
C -1.527214 -3.206724 -4.221930 0.0431 -0.1249 -0.0334 -0.12
C -1.638114 -4.469024 -4.784530 -0.2484 0.1530 0.1704 -0.59
N -0.666514 -5.052824 -5.461530 -0.0515 -0.5439 -0.2428 -0.58
C 0.453686 -4.377124 -5.641430 0.3400 0.2094 -0.0680 -0.49
C 0.677986 -3.108224 -5.127830 -0.0976 -0.1045 -0.0338 -0.38
H -2.358914 -2.768324 -3.695430 -0.0549 0.0236 0.1092 0.37
H -2.550314 -5.041824 -4.679530 -0.1137 0.0080 0.0360 0.38
H 1.217886 -4.876524 -6.223130 0.0969 0.0040 -0.0654 0.37
H 1.599186 -2.580224 -5.324530 0.0508 -0.0092 0.0158 0.58
```
Forces are in eV/Å.

Values from the calculation:
LUMO energy (eV): -2.358
Net charge: +1

***

What did we get for energy above the lowest of the compared OMol25 structures with the same formula, charge and spin? Answer: 95.9, 32.1 kcal/mol, in the order shown.